15
Properties=species:S:1:pos:R:3:forces:R:3 method="wB97M-V/def2-TZVPD" gap_ev=9.274 e_tot_ev=-23924.548 e_homo_ev=-8.820
C 2.361897 0.505635 -0.667224 -2.7 -0.6 -2.1
C 1.604872 -0.548371 -0.295281 0.8 0.7 -2.3
C -1.127784 0.121731 0.687366 -2.8 -0.9 -0.2
C -2.253729 -0.063058 -0.399585 0.2 1.3 -0.3
O 3.252922 1.235926 -0.034441 1.4 1.5 3.9
O -1.286705 -0.799368 1.641458 3.0 1.4 1.3
O -0.363177 1.031260 0.624498 -0.2 -1.0 0.7
F 0.847143 -1.185639 -1.240365 0.4 0.7 0.9
F 1.433899 -1.153614 0.853338 0.5 0.1 0.5
F -1.853362 -0.925410 -1.344510 -0.7 0.2 0.4
F -3.502380 -0.408322 0.052287 1.4 -0.4 0.0
F -2.391898 1.160323 -0.908451 -0.3 -0.1 -0.8
H 2.147201 1.025352 -1.682094 0.3 -1.8 1.5
H -2.010990 -1.392070 1.739621 -1.3 -0.4 -0.9
H 3.142087 1.395628 0.973381 -0.1 -0.8 -2.5

***

11
Properties=species:S:1:pos:R:3:forces:R:3 method="wB97M-V/def2-TZVPD" gap_ev="4.160 / 7.625" total_charge=-1 multiplicity=3 e_tot_ev=-19104.975 s_squared=2.0097 e_homo_ev="-0.657 / -4.799"
C 1.626790 0.588175 1.032951 -0.3 -1.3 -2.2
C -0.245946 -0.364535 -0.702782 -0.2 -1.6 -2.5
C 0.541794 -0.284119 0.651263 -1.6 1.2 -1.3
C -1.751423 0.231447 -1.204296 4.7 1.1 2.2
O 1.995462 -0.633302 0.652602 0.3 -0.8 -0.1
O 2.236496 1.568562 1.195664 0.8 2.2 1.1
F -1.593138 1.625191 -1.016362 -0.4 -0.7 -1.0
I -3.134046 -0.478108 0.437730 -2.0 -0.9 1.4
H 0.418735 -0.099058 -1.510574 0.7 1.2 0.0
H -0.204269 -1.454372 -1.032954 -0.7 0.7 1.2
H 0.109544 -0.699876 1.496762 -1.3 -1.1 1.2

***

13
Properties=species:S:1:pos:R:3:forces:R:3 method="wB97M-V/def2-TZVPD" gap_ev="5.169 / 6.375" total_charge=-1 multiplicity=3 e_tot_ev=-15474.552 s_squared=2.0128 e_homo_ev="-1.045 / -5.461"
C 2.629567 -0.209241 0.175938 0.0 -0.1 -1.7
C 0.524315 -0.345193 -0.112378 2.0 -0.9 -0.8
C -2.265797 0.562951 0.112466 1.3 -0.6 -3.2
C -1.481302 -0.874009 0.074231 -2.3 1.8 4.0
N 1.601928 -1.087317 0.218536 -1.3 0.3 0.4
N 2.274257 1.010197 -0.279974 1.3 -0.5 1.5
N 0.923067 0.894604 -0.352231 0.7 0.1 0.0
O -2.869030 0.767203 1.140776 -0.8 -0.7 3.4
O -2.233592 1.340182 -0.858681 0.8 -0.7 -0.5
F -1.787411 -1.671509 -0.909829 0.1 -0.8 -2.0
H 3.648104 -0.672059 0.227691 -0.8 1.3 0.1
H -1.330785 -1.430860 1.030437 -0.6 0.6 -0.7
H 0.366684 1.715049 -0.466979 -0.4 0.1 -0.5

***

11
Properties=species:S:1:pos:R:3:forces:R:3 method="wB97M-V/def2-TZVPD" gap_ev=8.246 total_charge=-1 de_lowest_kcal_mol=96.25 e_tot_ev=-12497.337 e_homo_ev=-4.271
C -0.350777 -0.857981 0.051415 0.3 2.4 -0.7
C 0.578380 0.110520 -0.002812 0.6 -0.6 0.0
C -1.822379 -0.723691 -0.182580 -2.2 1.4 -1.3
C 0.066493 1.438244 0.061729 0.4 1.2 0.3
N -2.475472 -0.906804 0.931720 0.8 -0.4 1.9
O 0.739618 2.433354 0.332888 -1.0 -0.6 -0.5
O -2.218702 -0.357520 -1.328744 0.6 -0.4 0.7
F -3.869528 -0.534467 0.964813 0.4 -0.2 -1.1
H 0.081351 -1.753891 0.122758 1.0 -4.0 0.3
H 1.684638 -0.054963 0.005966 -1.1 -0.1 0.2
H -1.030872 1.358868 -0.099300 0.2 1.3 0.1

***

11
Properties=species:S:1:pos:R:3:forces:R:3 method="wB97M-V/def2-TZVPD" gap_ev=9.834 de_lowest_kcal_mol=25.94 e_tot_ev=-13054.636 e_homo_ev=-9.366
C -0.869097 0.936059 1.339014 1.6 -3.7 -3.2
C -0.197871 0.099162 0.441749 -2.1 2.9 2.6
C -0.556079 -0.448118 -0.868515 -1.4 0.8 -1.5
C 1.669874 -0.462623 -0.604625 5.5 2.0 1.4
H -0.380599 1.378639 2.164652 0.1 0.4 0.9
H -1.405629 0.216589 -1.345666 2.2 -1.4 0.3
H -0.865976 -1.477664 -0.793530 -0.3 -0.4 -0.2
O 0.815053 -0.520604 -1.578925 -3.3 0.1 0.8
O 2.900718 -0.432463 -0.705577 -3.7 -0.8 0.1
O 1.088262 -0.155060 0.646303 2.0 -0.7 -1.0
F -2.198657 0.866084 1.305119 -0.7 0.9 0.0

***

9
Properties=species:S:1:pos:R:3:forces:R:3 method="wB97M-V/def2-TZVPD" gap_ev=8.434 de_lowest_kcal_mol=59.17 e_tot_ev=-17745.813 e_homo_ev=-9.296
C 0.004821 0.650647 -0.437379 1.5 1.8 -0.2
C 1.239380 0.322483 0.420030 0.3 0.7 0.3
C -0.922925 -0.390285 -0.127948 -4.3 -4.5 0.1
C -1.714626 -1.345720 0.051917 4.4 4.9 -1.0
H 0.330249 0.798480 -1.540305 -0.9 -0.4 1.8
H 1.065151 0.605509 1.486231 0.1 -0.4 -0.8
H -2.135560 -2.279207 0.189861 -0.9 -1.1 0.3
F -0.513136 1.905286 0.064152 0.6 -1.2 -0.7
S 2.646644 -0.267191 -0.106558 -0.8 0.2 0.2

***

no.,molecular weight (g mol⁻¹)
1,194.1
2,229.0
3,144.1
4,116.1
5,118.1
6,102.1